C2H2FeO2 as an isolated structure at a distorted geometry. Source: OMol25; level of theory: ωB97M-V with the def2-TZVPD basis set.

Structure (XYZ):
```
7
Properties=species:S:1:pos:R:3:mulliken_spin:R:1
O -1.168 0.580 0.131 -0.047
C 0.095 0.397 0.324 0.096
C 0.701 -0.886 0.172 0.001
O 0.186 -1.820 -0.473 0.050
Fe -2.349 1.368 -0.898 4.894
H 0.755 1.276 0.311 0.006
H 1.779 -0.914 0.434 0.000
```

## Properties
highest occupied orbital energy (spin up / spin down) = -12.642 / -15.648 eV
total charge = +1
E_LUMO (spin up / spin down) = -7.53 / -7.24 eV
orbital gap (spin up / spin down) = 5.113 / 8.405 eV
relative energy (zero: lowest compared OMol25 entry of this formula, charge and spin) = 212.9 kJ/mol
multiplicity = 6
E = -40576.2225 eV
F_max = 6.50 eV/Å